15
Properties=species:S:1:pos:R:3:forces:R:3:nbo_charge:R:1 method="wB97M-V/def2-TZVPD" homo_lumo_gap_ev=9.07 largest_force_ev_per_a=1.33 spin_multiplicity=1 energy_ev=-7829.895 charge=0 homo_energy_ev=-8.2 relative_energy_ev=2.4247
C 0.256477 0.126292 0.773491 -0.5 1.1 0.3 -0.319
C 0.240140 1.124058 -0.137970 0.0 -0.4 0.8 0.040
C -0.975671 -0.631499 1.183852 0.2 0.1 -0.1 -0.661
N -0.844657 1.481340 -0.902264 0.0 -0.1 -0.1 -0.817
C 1.356748 -1.186691 -0.939551 0.2 -0.4 -1.3 0.261
O 2.538181 -0.938890 -0.922486 0.0 0.0 0.1 -0.574
H 1.121806 0.031296 1.409663 0.2 -0.1 -0.2 0.226
H -0.810646 2.382276 -1.348763 -0.1 -0.1 0.0 0.391
H -1.747842 1.198736 -0.556303 0.0 0.2 -0.1 0.383
H 0.917736 -2.028086 -0.379021 0.0 0.1 0.3 0.109
H 1.145748 1.675708 -0.346985 0.1 0.0 0.0 0.208
H 0.681567 -0.752556 -1.716065 0.2 -0.1 0.3 0.108
H -1.538593 -0.969958 0.313832 -0.1 -0.1 -0.1 0.204
H -0.705431 -1.502602 1.775183 -0.1 -0.1 0.0 0.225
H -1.635564 -0.009424 1.793387 -0.1 0.0 0.0 0.215